Entry 1:
DFT (ωB97M-V/def2-TZVPD) results for a molecular structure, C27H50BCrN9S3 in a non-equilibrium geometry.

Geometry as XYZ:
```
91
Properties=species:S:1:pos:R:3:forces:R:3
Cr 0.6965 -0.3267 0.4998 -0.4 0.1 -0.3
C -3.5334 2.0303 2.9616 -0.2 -0.1 -0.1
C -4.1701 0.8866 2.1669 -1.0 0.1 -0.6
C -3.8331 -0.5068 2.6950 0.3 0.3 0.2
C -5.7101 1.0517 2.1138 0.7 -0.2 0.5
N -3.7019 0.8866 0.7392 0.1 -0.1 -0.6
C -4.5221 0.8701 -0.3697 -1.6 0.0 0.8
C -3.7395 0.7899 -1.4460 -0.1 0.0 -1.7
N -2.4257 0.7464 -1.0595 -0.3 -0.1 0.4
B -1.3327 1.0330 -2.1381 0.5 0.2 -0.1
N -0.3365 2.1053 -1.5649 -0.1 -0.4 0.0
C -0.7863 3.3838 -1.4952 0.3 0.6 0.1
C 0.2506 4.1982 -1.2275 0.2 -0.7 -0.1
N 1.3725 3.4123 -1.1165 -0.4 -0.1 0.6
C 0.9631 2.1186 -1.2654 0.6 0.6 -0.4
S 1.9276 0.6957 -1.1129 0.4 0.0 -0.2
C 2.7363 3.9668 -0.7962 0.8 1.0 -0.1
C 3.2952 3.3180 0.4931 -0.5 0.6 -0.1
C 2.6767 5.4988 -0.5837 0.2 1.0 -0.3
C 3.6161 3.7999 -2.0458 -0.9 -1.0 -0.9
N -0.6944 -0.1422 -2.8991 0.6 -0.3 0.4
C -0.4364 -0.1181 -4.2578 -1.1 1.0 0.2
C -0.1246 -1.3554 -4.6470 0.5 -0.6 -0.3
N -0.1034 -2.1557 -3.5182 0.3 -0.2 -0.2
C -0.3929 -1.3732 -2.4733 -0.7 -0.3 0.4
S -0.6189 -1.8426 -0.8208 0.1 0.2 0.6
C 0.4094 -3.5872 -3.5359 -0.5 0.3 1.0
C -0.3030 -4.4155 -2.4210 -0.8 0.7 -0.5
C 0.0899 -4.2194 -4.8625 -0.9 -0.1 -0.5
C 1.9219 -3.4878 -3.3855 0.2 -1.5 0.7
C -2.4497 0.7804 0.2812 0.8 0.3 0.3
S -1.0713 0.8646 1.3260 0.2 -0.1 0.2
H -4.2424 2.3785 3.7087 0.2 -0.1 0.2
H -3.2556 2.9062 2.3807 -0.2 0.0 -0.4
H -2.6175 1.6750 3.3963 0.3 0.0 0.6
H -4.3161 -0.6301 3.6786 0.1 -0.3 -0.5
H -2.7388 -0.5436 2.8259 -0.5 -0.1 0.0
H -4.1320 -1.2321 1.9176 -0.1 0.0 0.8
H -6.1480 1.0123 3.1017 0.2 0.0 0.4
H -6.1918 0.2668 1.5586 -0.1 -0.4 -0.3
H -5.9834 2.0008 1.7008 -0.1 0.6 -0.3
H -5.6108 0.9014 -0.2522 0.8 0.1 -0.4
H -3.9835 0.8106 -2.5043 -0.1 -0.1 0.4
H -1.8805 1.6040 -3.0005 -0.5 0.4 -0.3
H -1.7816 3.6695 -1.6765 -1.0 0.1 -0.3
H 0.2716 5.2441 -1.1345 0.1 0.9 0.1
H 2.4576 3.1849 1.2053 0.4 -0.1 -0.2
H 3.9994 4.0149 0.9614 -0.1 -0.2 -0.2
H 3.8187 2.3966 0.2737 0.0 -0.3 0.1
H 2.0689 5.8401 0.2539 -0.1 -0.3 0.2
H 2.3064 6.0528 -1.4819 0.3 -0.6 0.6
H 3.7096 5.9188 -0.4003 -1.0 -0.8 -0.2
H 3.4040 2.8129 -2.4926 0.4 0.2 0.2
H 4.6770 3.8649 -1.8484 0.2 0.2 0.2
H 3.3328 4.5196 -2.8410 0.2 -0.2 0.6
H -0.6621 0.7797 -4.8038 0.2 0.0 -0.3
H 0.1027 -1.7457 -5.6238 -0.1 0.1 0.1
H -1.3661 -4.1028 -2.2465 0.7 -0.4 -0.7
H 0.1153 -4.2632 -1.4459 0.7 -0.3 0.3
H -0.2795 -5.4623 -2.7184 0.0 0.0 0.2
H -1.0081 -4.3295 -5.0097 0.7 0.0 0.0
H 0.5596 -5.1986 -4.8679 -0.1 -0.2 0.0
H 0.5248 -3.6817 -5.7008 0.0 0.0 -0.1
H 2.2234 -2.7598 -2.6447 0.0 0.1 0.5
H 2.3655 -3.1803 -4.3060 0.3 0.2 -0.7
H 2.3468 -4.4998 -3.1310 -0.4 1.0 -0.2
N -0.7945 -2.1663 3.3991 -1.4 0.7 0.3
C 0.6954 -2.3236 3.7419 -0.3 0.7 -0.4
C 1.3503 -3.0476 2.5495 0.3 0.2 -0.2
C 2.5194 -2.3444 1.8182 0.1 -0.9 -0.4
N 2.1240 -1.7609 0.4769 1.6 1.0 1.2
C 3.2214 -1.3854 2.7581 1.2 0.8 -0.7
C 2.3367 -0.2942 3.3082 -0.8 -0.9 -0.3
N 1.7062 0.4877 2.1913 1.2 -0.2 0.1
C 1.3071 -0.9596 4.2219 -0.6 -0.1 -0.5
H -1.0395 -1.6329 2.5254 0.7 -0.1 0.6
H -1.3389 -1.6642 4.1575 0.8 -0.8 -0.8
H -1.2433 -3.0889 3.2613 0.3 0.3 0.3
H 0.6529 -3.0167 4.5750 0.1 0.1 0.2
H 0.5920 -3.3885 1.8267 0.2 -0.1 0.2
H 1.8090 -3.9259 2.9879 -0.1 -0.4 -0.1
H 3.2058 -3.1499 1.5299 0.1 0.2 0.4
H 1.6472 -2.4456 -0.0616 -0.2 -1.1 -0.8
H 2.9706 -1.4559 -0.0552 -0.7 -0.5 0.6
H 4.0591 -0.9143 2.2195 0.0 -0.2 0.1
H 3.6771 -1.8845 3.6277 -0.2 -0.2 -0.5
H 2.9177 0.3689 3.9341 0.2 0.3 0.0
H 2.4778 1.0233 1.7553 -0.6 -0.1 0.1
H 1.1001 1.1619 2.6185 -0.3 0.7 0.2
H 0.4966 -0.2559 4.3794 -0.3 0.2 0.3
H 1.7937 -1.0679 5.1870 -0.1 -0.3 0.1
```
Forces are in eV/Å.

Summary:
Gap between HOMO and LUMO (alpha / beta) = 6.52 / 7.73 eV
Net charge = +3
ΔE to the lowest compared entry with this formula, charge and spin = 0.0 kcal/mol
Multiplicity = 4



Entry 2:
DFT (ωB97M-V/def2-TZVPD) results for 10 unconnected molecules or ions with the total composition C23H56B6F24N4O4 in a non-equilibrium geometry.

Geometry as XYZ:
```
117
Properties=species:S:1:pos:R:3:forces:R:3
C -0.6524 4.8852 -1.8213 -1.2 -0.5 1.3
O -1.1577 3.5590 -1.7921 1.4 -1.1 -1.5
C -1.0292 2.9088 -3.1333 -0.9 1.6 1.8
C -1.3438 1.4732 -2.9276 -0.7 -1.3 0.1
N -2.7812 1.4213 -2.5277 0.0 0.0 1.5
H -2.8129 2.1331 -1.7899 -0.2 0.1 0.4
H -3.4638 1.7559 -3.2017 0.2 0.2 -1.3
C -3.4337 0.2299 -1.9020 0.8 -0.6 0.1
C -3.8148 -0.8360 -2.8758 0.4 0.3 -1.5
O -2.5724 -1.3623 -3.3868 -1.1 -0.4 -0.3
C -2.8009 -2.2027 -4.5421 0.4 -0.5 1.0
H -0.7590 5.2109 -0.7763 0.4 0.1 -0.3
H -1.3077 5.5017 -2.4084 -0.3 0.5 -0.5
H 0.3545 4.9642 -2.1925 0.6 -0.1 -0.1
H -0.0546 2.9418 -3.5549 1.1 0.6 -0.2
H -1.7230 3.5532 -3.6745 -0.1 -0.8 -1.0
H -0.7749 1.1240 -2.0435 -0.3 0.2 -0.4
H -1.1261 0.7781 -3.7562 -0.4 0.6 0.2
H -4.3464 0.6562 -1.5329 -0.3 0.0 0.9
H -2.7660 -0.2393 -1.1183 -0.8 0.9 -0.7
H -4.4899 -0.4981 -3.7184 0.9 0.1 0.7
H -4.3996 -1.5524 -2.3193 0.0 -0.8 0.3
H -2.6911 -1.6199 -5.4573 -0.5 0.0 0.0
H -3.7540 -2.7584 -4.4174 0.4 0.5 -0.4
H -2.0113 -2.9636 -4.5224 -0.1 0.1 0.0
C 2.9114 3.2434 -0.5002 1.0 0.6 -0.9
C 1.6386 2.9283 0.2199 -1.2 -0.2 2.3
C 1.4907 1.4383 0.6604 2.1 1.4 0.7
C 0.2143 1.0287 1.1999 -3.8 -0.5 -1.5
N -0.0488 1.0847 2.6392 0.5 0.5 2.1
C 0.8344 0.1224 3.4766 -0.1 -1.5 -2.8
C 0.0205 -0.2092 4.7159 -0.2 0.2 0.4
C -1.4617 0.0949 4.3399 0.4 1.3 0.2
C -1.4399 0.6063 2.9239 0.4 0.0 -1.2
C 0.1913 2.4319 3.2119 1.3 0.3 2.3
C -0.8501 3.4631 2.9296 1.0 2.4 -0.9
C -0.6658 4.8017 3.7845 -1.4 -2.9 0.3
H 3.1760 4.3228 -0.6219 -0.6 -0.6 0.3
H 2.8709 2.8671 -1.5467 0.1 -0.1 0.6
H 3.7650 2.8026 0.0244 -0.1 -0.1 -0.2
H 0.7491 3.0676 -0.3547 -0.5 0.5 -0.9
H 1.4279 3.5864 1.1289 0.7 -0.6 -1.1
H 2.1820 1.1341 1.4581 0.6 0.3 -0.8
H 1.6259 0.7957 -0.1889 0.5 -0.2 -0.6
H 0.1689 -0.0549 1.0419 -0.5 0.1 -0.4
H -0.6786 1.5563 0.6665 1.3 -1.0 0.9
H 1.8331 0.5324 3.5841 -0.2 0.3 0.3
H 0.9617 -0.7436 2.7132 -0.3 0.9 1.8
H 0.4015 0.3419 5.6228 -0.6 -0.4 -1.0
H 0.0722 -1.2600 4.9440 0.4 -0.4 0.0
H -1.9174 0.8063 5.0168 0.1 0.4 0.2
H -2.1490 -0.7098 4.3306 -0.2 -1.3 0.3
H -2.1094 1.3958 2.5932 -0.3 -0.3 0.4
H -1.5477 -0.2048 2.2110 -0.3 -0.3 0.1
H 1.2271 2.6786 2.8742 -0.9 0.2 0.4
H 0.2687 2.3002 4.3456 -0.1 0.0 -1.4
H -1.8317 3.1003 3.0829 -0.9 -0.2 0.3
H -0.7896 3.7079 1.8679 -0.2 0.1 0.0
H -1.1330 5.6805 3.4021 -0.8 0.2 -0.5
H 0.3384 5.0556 3.8892 2.0 0.2 0.3
H -1.0864 4.5234 4.7751 0.3 0.7 -0.4
C 4.1318 -2.3491 0.8342 -0.8 -1.3 -1.9
C 3.7960 -1.6075 -0.4189 0.7 0.4 0.5
O 2.7513 -1.5435 -0.9875 0.8 0.3 -0.1
N 5.0524 -0.8370 -0.8734 -3.5 1.7 -2.1
H 5.0857 -0.0597 -0.1809 0.4 -0.3 0.2
H 5.8344 -1.4638 -0.8614 1.1 -1.0 0.0
C 4.9754 -0.1824 -2.2729 1.3 -1.1 1.0
H 3.2207 -2.9252 1.0037 0.4 -0.2 0.6
H 4.3781 -1.6986 1.6299 0.3 0.7 0.9
H 4.9811 -2.9961 0.5452 -0.4 0.1 0.5
H 4.3812 -0.7033 -3.0039 -0.2 -0.7 0.2
H 6.0317 -0.2541 -2.5580 -0.4 0.5 -0.4
H 4.5940 0.8166 -2.2228 0.1 0.6 0.4
C 1.0845 -4.7679 0.1487 -0.8 0.8 -0.7
C -0.3561 -5.1227 -0.0902 -1.0 -0.9 -1.2
O -0.8223 -5.9237 -0.8563 1.1 -0.1 0.3
N -1.4183 -4.3237 0.5576 -0.3 0.3 2.2
H -2.3246 -4.8679 0.7204 0.7 0.4 -0.9
H -1.1664 -4.0588 1.5361 0.2 -0.3 -0.8
C -1.7159 -3.0300 -0.0834 0.9 0.1 -1.4
H 1.3339 -4.8335 1.1870 0.2 -0.1 0.5
H 1.1367 -3.7044 -0.1321 0.3 -0.1 0.1
H 1.7643 -5.3213 -0.4916 -0.2 -0.2 0.0
H -2.6380 -2.6605 0.2611 -1.0 0.5 0.9
H -1.8849 -3.1332 -1.1512 0.3 -0.3 -0.2
H -0.8922 -2.3407 0.1075 -0.2 -0.1 0.0
B 6.1522 -3.7911 -2.2423 2.3 0.1 1.0
F 6.1834 -3.2378 -3.4893 -0.3 -0.1 -0.7
F 7.1309 -4.8435 -2.0920 -1.6 0.8 -0.2
F 6.7081 -2.6852 -1.3494 -0.2 -0.7 -0.1
F 4.8770 -4.0700 -1.7972 0.1 -0.2 0.1
B 4.8622 1.2119 2.4474 0.5 -0.6 -1.0
F 5.5154 0.1534 3.0589 -0.3 0.2 0.4
F 3.6085 1.5059 3.0178 0.8 0.1 -0.2
F 5.7004 2.3007 2.2670 -0.5 0.1 0.4
F 4.6146 0.6882 1.0439 -0.5 0.8 0.9
B -4.8044 -4.1216 0.1051 1.3 0.1 -1.6
F -4.2943 -4.4086 -1.1889 0.4 0.0 -0.1
F -3.9057 -4.7630 1.0310 0.1 0.3 0.5
F -4.8734 -2.7497 0.2246 0.6 1.0 0.6
F -6.0080 -4.6327 0.2380 -2.7 -1.4 0.6
B -4.0034 1.5038 -5.8148 0.9 -0.7 -0.7
F -4.0071 2.3946 -6.8981 0.1 -0.5 0.3
F -4.8626 0.4191 -5.9930 -0.3 0.3 -0.1
F -2.6811 0.9137 -5.6026 -0.6 0.8 -0.1
F -4.3434 2.2279 -4.6608 -0.1 0.2 0.7
B 0.0368 -3.5365 3.3765 1.8 0.4 -1.3
F 0.0347 -4.8359 2.7771 -0.6 0.3 0.7
F 1.3651 -3.0552 3.2872 0.0 -0.1 0.1
F -0.7095 -2.6486 2.4943 -0.2 -0.4 0.9
F -0.3722 -3.5387 4.6570 -0.8 0.0 0.7
B -3.6481 3.2434 0.7695 -0.5 0.4 -0.9
F -2.8543 2.1822 0.2946 0.9 -0.7 0.0
F -4.6377 3.4111 -0.2392 0.1 0.2 0.5
F -4.2019 2.8665 1.9949 0.1 0.3 0.0
F -2.8449 4.4065 0.8663 -0.4 -0.3 0.2
```
Forces are in eV/Å.

Summary:
Gap between HOMO and LUMO = 9.77 eV
Net charge = -2



Q: Which of these has the lowest net charge?
A: C23H56B6F24N4O4



Q: The lowest net charge belongs to which entry?
A: C23H56B6F24N4O4



Q: The lowest net charge belongs to which entry?
A: C23H56B6F24N4O4



Q: Which value of net charge does entry 2 give?
A: -2